The following is a DFT calculation (ωB97M-V/def2-TZVPD) of the ion C6H6N3O with charge +1.

Molar mass ... 136.13 g mol⁻¹
Relative energy (zero: lowest compared OMol25 entry of this formula, charge and spin) ... 105.3 kcal per mole
HOMO energy (alpha / beta) ... -13.6 / -13.6 eV
Structure (SMILES) ... O=C1C/N=C/C=C=N/C=[NH+]\1
Charge ... +1
Lowest unoccupied orbital energy (alpha / beta) ... -5.44 / -5.44 eV
E_tot ... -471.32681 hartree

Geometry as XYZ:
```
16
Properties=species:S:1:pos:R:3:forces:R:3
O -3.0609 0.4695 0.0023 -1.197 -0.545 -0.136
C -1.9257 0.1346 -0.0202 -0.211 1.877 0.389
C -0.9258 1.3111 0.0541 1.696 -2.205 -0.996
N 0.4162 0.8512 -0.0125 -1.344 0.226 0.068
C 1.5934 1.1742 -0.0619 1.735 2.026 -0.040
C 2.5922 0.0500 0.0205 -2.212 -1.720 -0.559
C 1.9000 -1.1026 -0.0421 1.404 1.212 0.688
N 0.6570 -1.1744 0.0829 0.745 -1.579 -0.710
C -0.4404 -1.8546 -0.0710 1.452 3.374 0.670
N -1.5946 -1.2357 0.0070 -0.208 -0.757 -0.151
H -1.0586 1.9320 -0.8100 -0.906 0.869 0.049
H -1.0240 1.6785 1.0394 -0.801 1.222 0.821
H 2.1254 2.2264 -0.1697 -1.477 -1.991 0.312
H 3.5767 0.3560 0.0433 1.978 -0.213 -0.079
H -0.5268 -2.8741 -0.1593 0.620 -2.446 -0.149
H -2.3041 -1.9421 0.0971 -1.275 0.650 -0.179
```
Positions in Å, forces in eV/Å.

=====

The following is a DFT calculation (ωB97M-V/def2-TZVPD) of the ion C6H6N3O2S with charge -1.

Molar mass ... 184.20 g mol⁻¹
HOMO energy (alpha / beta) ... -2.3 / -2.3 eV
Charge ... -1
Lowest unoccupied orbital energy (alpha / beta) ... 2.99 / 2.99 eV
E_tot ... -945.08161 hartree

Geometry as XYZ:
```
18
Properties=species:S:1:pos:R:3:forces:R:3
C -2.3805 -0.7447 0.7296 1.193 -2.988 -1.417
C -1.2851 -1.2986 -0.2423 2.084 -1.312 -1.516
C -2.8103 1.4477 -0.2818 1.354 -0.501 1.114
C 2.6426 -0.8060 0.5478 -1.276 3.422 -3.053
C 1.8968 0.3203 0.7079 1.342 -1.784 0.416
C 1.2917 1.1205 -0.3750 0.225 1.812 -0.425
N -2.8019 0.4570 0.3632 -1.844 1.501 -0.047
N -0.2548 -0.5178 -0.6493 -1.915 0.584 1.518
N -0.0628 0.8185 -0.3222 -2.257 -0.715 -0.472
O -2.9384 -1.4633 1.5172 0.143 0.375 0.491
O -1.3565 -2.4664 -0.7243 -0.834 1.023 1.096
S -2.4798 2.8412 -0.8345 -0.538 1.707 -1.146
H 2.8890 -1.4842 1.2820 0.387 -1.427 1.343
H 2.8842 -0.9093 -0.5303 0.629 -0.670 0.854
H 1.3288 0.4011 1.6008 -0.036 0.603 1.210
H 1.8224 0.9924 -1.3636 -0.094 -0.193 0.302
H 1.1484 2.2227 -0.2220 1.392 -0.590 0.244
H 0.4662 -0.9312 -1.2031 0.044 -0.848 -0.511
```
Positions in Å, forces in eV/Å.

=====

The following is a DFT calculation (ωB97M-V/def2-TZVPD) of the ion C6H6N3O2S with charge -1.

Molar mass ... 184.20 g mol⁻¹
Spin multiplicity ... 3
HOMO energy (alpha / beta) ... -1.6 / -5.0 eV
Charge ... -1
Lowest unoccupied orbital energy (alpha / beta) ... 3.21 / 2.64 eV
E_tot ... -945.06063 hartree

Geometry as XYZ:
```
18
Properties=species:S:1:pos:R:3:forces:R:3
C -2.6414 -0.9558 0.3448 0.081 -1.760 -0.517
C -1.5251 -1.6418 -0.3750 -4.439 -0.513 2.011
C -2.2905 1.4773 0.2033 -2.142 -0.415 0.130
C 2.7106 -0.1451 0.9570 5.629 -0.724 1.751
C 1.9319 0.8037 0.5867 -3.448 1.445 -0.800
C 1.1801 0.7737 -0.7484 1.481 0.553 -0.119
N -2.8153 0.4048 0.2124 1.468 0.436 0.122
N -0.4763 -0.9392 -0.7765 3.310 4.831 -0.705
N -0.1868 0.4404 -0.6599 -1.768 -3.156 0.479
O -3.5314 -1.6331 0.9075 -0.163 -0.070 0.155
O -1.5119 -2.8668 -0.5558 0.459 0.334 -0.072
S -2.2567 3.0657 0.1832 0.816 1.111 -0.143
H 3.4240 0.0139 1.8893 -2.020 -0.606 -1.505
H 3.2601 -0.7271 0.1946 -0.953 -0.429 0.384
H 1.5880 1.5661 1.2531 -0.051 0.400 0.524
H 1.8439 0.0702 -1.2984 -0.674 0.425 -0.752
H 1.1167 1.8270 -1.1348 0.679 -0.952 -0.073
H 0.1800 -1.5340 -1.1831 1.735 -0.910 -0.870
```
Positions in Å, forces in eV/Å.